1.
C3H4O3Rh | ωB97M-V/def2-TZVPD

XYZ file:
```
11
Properties=species:S:1:pos:R:3:lowdin_charge:R:1
O -1.2805 1.3619 -0.3714 -0.290
C -2.2183 0.4481 0.0144 -0.282
C -1.6885 -0.9529 0.0308 -0.142
O -0.6262 -1.2075 -0.5452 -0.088
Rh 0.3831 0.5871 -0.7070 1.146
H -3.1163 0.4117 -0.6457 0.163
H -2.6384 0.6117 1.0342 0.156
H -2.3526 -1.7761 0.3501 0.157
C 2.1831 0.4803 0.3889 0.043
O 2.9209 -0.5339 -0.0228 0.001
H 3.8400 -0.4632 0.2806 0.134
```

Values from the calculation:
Highest occupied orbital energy (alpha / beta) (eV): -13.23 / -14.40
Net charge: +1
LUMO (alpha / beta) (Ha): -0.1941 / -0.2490
Relative energy (zero: lowest compared OMol25 entry of this formula, charge and spin) (eV): 1.713
Spin multiplicity: 5
Orbital gap (alpha / beta) (eV): 7.951 / 7.623
⟨S²⟩: 6.012

---

2.
BF4H16O8 | ωB97M-V/def2-TZVPD

XYZ file:
```
29
Properties=species:S:1:pos:R:3:lowdin_charge:R:1
B 3.4930 17.6710 27.2710 -1.261
F 2.9910 17.4290 25.9910 0.120
F 4.4530 16.7380 27.6100 0.153
F 4.1320 18.9610 27.2130 0.090
F 2.5400 17.7810 28.2280 0.168
O 0.5070 18.9680 26.8270 -0.041
H 1.2620 18.6900 27.3820 0.013
H -0.2110 18.5050 27.2180 0.013
O 0.4450 16.3320 25.1800 -0.026
H 0.3240 16.7620 24.3470 0.033
H 1.3290 16.5740 25.3670 -0.019
O 2.5130 18.6850 23.8630 -0.067
H 1.6720 18.2460 23.6570 0.010
H 2.7420 18.3460 24.7510 -0.012
O 6.7010 16.1350 26.4850 -0.033
H 5.9370 16.4990 26.8780 -0.040
H 6.4260 15.2620 26.2380 0.020
O 4.7240 14.0600 28.7260 -0.037
H 4.0400 13.5210 29.1270 0.032
H 4.5850 14.9560 28.9390 -0.011
O 1.1630 15.4310 27.6940 -0.027
H 1.6740 16.1730 27.9570 -0.023
H 0.6350 15.6250 26.9320 -0.016
O 5.7610 19.5290 25.1310 -0.044
H 5.1210 19.3550 25.8270 -0.011
H 5.8500 18.6860 24.7460 0.000
O 3.7270 15.6100 23.8840 -0.039
H 3.5020 15.1140 24.6810 0.041
H 3.0550 15.3970 23.2560 0.015
```

Values from the calculation:
Highest occupied orbital energy (eV): -7.37
Net charge: -1
LUMO (Ha): 0.1020
Relative energy (zero: lowest compared OMol25 entry of this formula, charge and spin) (eV): 1.069
Orbital gap (eV): 10.141

---

3.
H80O40 | ωB97M-V/def2-TZVPD

XYZ file:
```
120
Properties=species:S:1:pos:R:3:lowdin_charge:R:1
H -3.3780 -5.2996 1.1027 0.049
H -3.0385 -3.9755 0.7987 -0.011
O -2.6173 -4.7163 1.2670 -0.084
H 0.3977 -3.4118 5.0946 0.024
H 0.0014 -2.2774 4.4292 0.003
O 0.8416 -2.6110 4.7731 -0.091
H 0.3995 -1.8784 -1.8116 0.030
H 1.9086 -2.0953 -1.9117 0.008
O 1.0641 -2.3826 -2.3204 -0.090
H 0.7112 1.1133 -5.9075 0.013
H 0.5906 -0.2716 -6.4578 0.045
O 1.2391 0.3498 -6.1094 -0.055
H -1.6509 5.5044 1.2671 0.005
H -2.9142 4.7487 1.1841 0.004
O -2.4417 5.3381 1.7916 -0.071
H 2.3007 2.2593 0.9937 0.033
O 1.7529 1.6418 0.4927 -0.042
H 1.3125 -5.1341 1.6199 0.015
O 0.6517 -4.5423 1.9478 -0.060
H 3.2015 -1.3793 5.0874 0.051
H 2.0338 -0.9195 5.9775 0.045
O 2.5385 -0.6937 5.1906 -0.064
H -3.9380 1.6353 -2.9903 0.011
H -4.2371 0.9036 -1.6713 -0.011
O -4.4974 0.9706 -2.5748 -0.050
H 0.1714 3.5801 -0.1093 0.025
H -0.5684 4.7168 -0.7129 0.073
O -0.6387 4.0920 0.0104 -0.053
H 3.0313 -3.4420 -0.6262 0.064
H 3.2122 -1.9031 0.0076 0.027
O 3.1922 -2.5062 -0.7514 -0.054
H -0.7639 -0.0552 -1.0124 0.027
O -0.7559 -0.9932 -0.7196 -0.081
H -4.3914 -1.9512 -3.0858 0.042
H -4.2074 -3.5524 -3.4776 0.017
O -4.6461 -2.8730 -2.9675 -0.059
H 0.0570 -2.0468 2.0124 0.039
H -0.0841 -1.1222 0.7287 0.031
O 0.2843 -1.1746 1.6653 -0.093
H -2.0971 -3.3351 4.1303 0.019
H -1.4218 -4.5967 4.3250 0.034
O -1.6434 -3.8159 4.8398 -0.058
H -5.1794 -2.4726 -0.2344 -0.005
H -6.5858 -2.1136 0.1381 0.030
O -5.6979 -2.1400 0.5128 -0.079
H -3.5979 1.8656 0.7116 0.025
H -2.5623 2.5748 -0.1832 0.001
O -3.3566 2.7175 0.3390 -0.044
H -1.9528 0.0802 1.3803 0.031
H -0.6658 0.5335 1.7899 0.031
O -1.4946 0.9296 1.4590 -0.074
H -5.2654 0.3709 3.0305 0.049
O -4.3304 0.1983 3.2071 -0.055
H 1.7636 0.2398 -3.0438 0.025
H 1.5138 1.5682 -3.7217 0.026
O 1.0554 0.8582 -3.2543 -0.043
H 2.7479 2.2788 3.9396 0.063
O 2.8487 1.9533 3.0391 -0.049
H 4.6248 0.9883 2.4970 -0.018
H 5.4458 1.9367 3.3299 0.022
O 5.4719 1.0615 2.9377 -0.074
H -0.6800 2.1012 -0.3016 -0.006
H 0.4979 1.4695 -1.0345 0.013
O -0.4596 1.6055 -1.0975 -0.079
H 0.1387 2.4018 5.0745 -0.013
H 0.1134 1.5532 6.1671 0.002
O 0.4461 2.4412 5.9967 -0.084
H 1.5049 4.6674 2.7207 0.049
H 0.3590 4.0619 1.8389 -0.018
O 1.2411 4.4511 1.8279 -0.067
H -2.2949 -3.5169 -0.9635 0.060
H -3.0924 -2.8000 -1.8947 0.028
O -2.7854 -2.6757 -0.9617 -0.075
H -0.0569 -5.0866 -2.5119 0.001
H 0.9633 -3.8347 -2.8662 -0.026
O 0.5911 -4.7236 -3.1085 -0.106
H 3.4896 2.8197 -1.4782 0.037
H 1.9424 3.1291 -1.8387 -0.004
O 2.8170 3.4777 -1.6608 -0.045
H 3.0199 -2.6005 -2.8447 0.016
H 2.9997 -1.2440 -3.2061 -0.015
O 3.5253 -2.0018 -3.4073 -0.061
H -1.3558 3.4600 -3.7322 -0.017
H -2.7407 4.1453 -3.6512 0.023
O -2.2911 3.3711 -3.9870 -0.076
H 0.9064 4.5697 -3.7888 0.058
H 0.5171 3.7319 -5.0135 0.055
O 0.4992 3.7331 -4.0485 -0.063
H 3.2964 -1.4630 2.1757 0.061
O 2.8492 -0.8487 1.5880 -0.087
H -1.5263 -1.2275 -4.4019 0.031
H -0.5714 -0.6224 -3.4461 0.011
O -1.3707 -1.1775 -3.4564 -0.056
H -4.3013 0.4735 4.1326 0.048
H 2.2010 0.7928 0.6070 0.024
H 2.1119 1.3597 2.8732 0.019
H 0.6875 -4.5855 2.9088 0.009
H -1.6168 -1.4303 -0.8203 0.019
H 1.8584 -0.8425 1.7323 0.005
O -2.3150 -1.7724 2.3508 -0.049
H -2.6765 -0.9627 2.7194 0.009
H -2.7956 -2.5818 2.1716 0.019
O 4.5699 0.0448 -2.0720 -0.069
H 4.9954 -0.5124 -2.7444 0.031
H 5.2641 0.7172 -2.1813 0.048
O -0.0692 -0.1246 4.8433 -0.070
H -0.4206 -0.1308 3.9517 0.012
H 0.8672 -0.2290 4.5384 0.020
O 3.4666 5.7123 0.1850 -0.081
H 2.8074 5.0137 0.2801 -0.019
H 4.0662 5.3871 -0.4902 0.011
O -2.2511 -4.1276 -4.4772 -0.053
H -1.6474 -4.8766 -4.4592 0.031
H -1.7086 -3.3488 -4.4246 -0.005
O -0.5808 2.8764 3.0225 -0.058
H -1.0298 2.3316 2.3485 0.009
H -1.2106 3.4367 3.4827 0.064
O 4.0495 -0.1339 -5.4768 -0.081
H 3.2691 -0.1911 -6.0394 -0.004
H 4.1705 -0.9902 -5.0446 0.001
```

Values from the calculation:
Highest occupied orbital energy (alpha / beta) (eV): -0.22 / -8.69
Net charge: -1
LUMO (alpha / beta) (Ha): 0.0536 / 0.0598
Relative energy (zero: lowest compared OMol25 entry of this formula, charge and spin) (eV): 0.000
Spin multiplicity: 2
Orbital gap (alpha / beta) (eV): 1.674 / 10.318
⟨S²⟩: 0.751

---

no.,electronic energy (eV)
1,-12312.23424
2,-28195.33952
3,-83200.24295